98
Properties=species:S:1:pos:R:3 method="wB97M-V/def2-TZVPD" lumo_ev=2.184 e_tot_ev=-98037.9582 de_lowest_ev=4.774 total_charge=-1
Ba -0.48896 -0.85548 -0.35885
C 2.37428 3.40665 2.62344
C 0.90804 3.14952 2.91190
O 0.51195 2.10910 3.41679
N 0.05844 4.18006 2.57273
C -1.40273 4.06428 2.61749
C -1.99315 4.15104 1.22602
C -1.95443 5.36515 0.54526
C -2.44270 5.43500 -0.75030
C -2.96802 4.29657 -1.33182
C -2.97942 3.12770 -0.59342
N -2.49783 3.05422 0.65715
H 2.95724 2.58766 3.03090
H 2.70011 4.35478 3.06350
H 2.53070 3.44893 1.53717
H 0.44669 4.96436 2.08287
H -1.82124 4.85373 3.23976
H -1.63259 3.10485 3.06077
H -1.54727 6.25008 1.02864
H -2.41769 6.37233 -1.29520
H -3.36836 4.31066 -2.34105
H -3.38422 2.19805 -0.99251
N -1.59404 0.37558 1.89477
C -2.31933 -0.50756 2.85671
C -1.39106 -1.58346 3.41238
C -0.89713 -2.57459 2.38636
O -0.24055 -3.55559 2.77931
O -1.14958 -2.28220 1.15425
H -0.84110 0.82572 2.42368
H -2.20353 1.10839 1.57382
H -3.13145 -0.98609 2.32027
H -2.73040 0.07457 3.68041
H -1.88427 -2.16345 4.19487
H -0.50497 -1.11294 3.85990
C 2.26295 -1.76030 -0.84565
C 1.79007 -0.94280 0.36369
P 3.08412 -0.38197 1.63820
C 4.53615 0.07274 0.57644
C 5.32487 -0.82909 -0.15701
C 6.39446 -0.38290 -0.92535
C 6.71079 0.97618 -0.96386
C 5.95241 1.87576 -0.23330
C 4.87603 1.42197 0.53036
C 3.69393 -2.01167 2.26590
C 5.00927 -2.12889 2.73963
C 5.46342 -3.31839 3.30030
C 4.60498 -4.41183 3.41915
C 3.29196 -4.29886 2.98225
C 2.83540 -3.10598 2.41525
P 0.91953 -2.71528 -1.73184
C 0.82056 -1.94060 -3.41510
C 1.95015 -1.52454 -4.12986
C 1.81887 -1.01587 -5.41399
C 0.56344 -0.94411 -6.01798
C -0.55968 -1.35658 -5.32268
C -0.43043 -1.85778 -4.01673
C 1.84256 -4.24358 -2.26883
C 3.13005 -4.60762 -1.87572
C 3.72239 -5.78561 -2.34764
C 3.03320 -6.61800 -3.21554
C 1.73959 -6.27502 -3.60684
C 1.15270 -5.10580 -3.13523
H 2.94693 -2.51214 -0.48106
H 2.80424 -1.12695 -1.53852
H 1.05617 -1.52382 0.93021
H 1.35373 0.00293 0.00494
H 5.12041 -1.88995 -0.11398
H 6.97878 -1.09500 -1.49614
H 7.54428 1.32405 -1.56196
H 6.18346 2.93294 -0.26093
H 4.28102 2.13541 1.09138
H 5.68539 -1.28708 2.66198
H 6.48901 -3.39132 3.64603
H 4.95845 -5.33733 3.85998
H 2.59855 -5.12932 3.08249
H 1.78510 -3.06231 2.12750
H 2.93310 -1.57246 -3.67762
H 2.70019 -0.66818 -5.94648
H 0.46666 -0.55387 -7.02709
H -1.54168 -1.28540 -5.77596
H -1.31471 -2.16705 -3.46919
H 3.70104 -3.98934 -1.19305
H 4.72606 -6.04329 -2.02747
H 3.49368 -7.52877 -3.58191
H 1.18445 -6.92210 -4.27888
H 0.14261 -4.85494 -3.44126
F 3.41135 1.23707 -2.53267
B 2.25590 1.94519 -2.18860
F 2.53759 2.87323 -1.17191
I -3.63972 -0.82179 -0.59904
N 1.78952 2.80561 -3.47010
C 0.47728 2.12562 -3.76447
N -0.51058 3.09127 -3.62717
S 0.63838 0.97296 -1.98878
H 1.69697 3.77975 -3.20858
H 2.37989 2.72830 -4.27852
H -0.48338 3.69380 -2.80054
H -1.43708 2.71658 -3.76111